1.
The molecule C4H4OS2 at a distorted geometry, computed with wB97M-V/def2-TZVPD.

Each line ends with the Löwdin charge.
Positions of all 11 atoms, in Å:
C  0.66  -0.64  -1.38  0.10
C  0.30  -0.06  -0.19  -0.35
C  1.16  0.01  1.00  -0.59
S  2.72  -0.47  1.05  0.71
C  -1.12  0.43  -0.01  -0.79
O  -1.40  0.63  1.31  -0.02
S  -2.29  0.57  -1.16  0.72
H  -0.04  -0.64  -2.24  0.07
H  1.65  -1.03  -1.52  0.05
H  0.72  0.41  1.87  0.03
H  -2.35  0.79  1.27  0.08

Calculated values
E_HOMO in eV: -9.0
Energy relative to the best compared isomer or geometry (same formula, charge and spin) in kJ/mol: 94.9
SMILES: C=C(C=S)C(O)=S
Molecular weight in g mol⁻¹: 132.2

2.
A structure of composition C4H4OS2 at a distorted geometry, computed with wB97M-V/def2-TZVPD.

Each line ends with the Löwdin charge.
Positions of all 11 atoms, in Å:
C  1.17  1.14  -0.36  -0.26
C  0.06  0.14  -0.93  -0.45
C  -0.43  -1.01  1.02  -0.38
C  -1.14  -0.13  -0.03  -0.94
H  2.11  1.10  -1.04  0.14
H  -0.02  0.39  -2.01  0.12
H  -0.08  -0.52  1.88  0.07
H  -0.97  -1.82  1.38  0.05
O  1.09  1.97  0.58  0.00
S  0.85  -1.52  -0.28  0.85
S  -2.64  0.26  -0.22  0.81

Calculated values
E_HOMO in eV: -9.2
Energy relative to the best compared isomer or geometry (same formula, charge and spin) in kJ/mol: 171.6
Molecular weight in g mol⁻¹: 132.2

3.
The molecule C4H4OS2 at a distorted geometry, computed with wB97M-V/def2-TZVPD.

Each line ends with the Löwdin charge.
Positions of all 11 atoms, in Å:
C  1.50  0.42  0.15  -0.08
C  0.33  1.01  0.45  -0.19
C  1.62  -0.72  -0.75  -0.26
C  -0.78  0.92  -0.27  -0.53
O  0.73  -0.92  -1.57  0.02
S  -3.12  -0.72  1.00  0.37
S  -2.27  0.66  -0.57  0.72
H  2.28  0.56  0.90  0.10
H  0.42  1.65  1.25  0.11
H  2.54  -1.23  -0.79  0.10
H  -3.25  -1.62  0.21  -0.34

Calculated values
E_HOMO (spin up / spin down) in eV: -8.1 / -8.1
Energy relative to the best compared isomer or geometry (same formula, charge and spin) in kJ/mol: 307.1
Molecular weight in g mol⁻¹: 132.2

4.
The molecule C4H4OS3 at a distorted geometry, computed with wB97M-V/def2-TZVPD.

Each line ends with the Löwdin charge.
Positions of all 12 atoms, in Å:
O  -1.04  2.24  -0.06  0.01
C  -1.90  1.35  0.01  -0.36
C  -1.74  -0.10  0.13  -1.06
S  -3.11  -1.02  0.09  0.72
S  -0.13  -0.61  -0.37  0.95
C  1.18  0.56  0.15  -0.53
C  2.31  -0.35  0.49  -0.82
S  3.76  -0.22  -0.09  0.75
H  -2.92  1.73  0.02  0.10
H  1.23  1.33  -0.54  0.04
H  0.76  1.22  1.03  0.14
H  2.03  -1.20  1.17  0.06

Calculated values
E_HOMO in eV: -9.2
Energy relative to the best compared isomer or geometry (same formula, charge and spin) in kJ/mol: 206.6
SMILES: O=CC(=S)SCC=S
Molecular weight in g mol⁻¹: 164.3

5.
A structure of composition C4H4OSm at a distorted geometry, computed with wB97M-V/def2-TZVPD.

Each line ends with the Mulliken spin population.
Positions of all 10 atoms, in Å:
H  -1.17  -0.30  0.94  0.00
C  -1.35  -0.87  -1.45  0.00
C  -0.32  -0.11  -1.01  0.00
C  -0.27  0.19  0.42  0.00
C  0.81  0.33  1.14  0.00
O  1.76  0.53  1.81  0.00
Sm  3.70  2.17  3.25  6.01
H  -1.63  -1.79  -0.93  0.00
H  -1.69  -0.76  -2.49  0.00
H  0.17  0.61  -1.67  0.00

Calculated values
E_HOMO (spin up / spin down) in eV: -14.4 / -14.5
Net charge: +2
2S+1: 7
Molecular weight in g mol⁻¹: 218.4

6.
A structure of composition C4H4P2 at a distorted geometry, computed with wB97M-V/def2-TZVPD.

Each line ends with the Löwdin charge.
Positions of all 10 atoms, in Å:
C  0.18  0.89  -0.40  -0.34
C  1.05  0.59  0.61  -0.13
C  0.18  -0.72  -0.65  -0.12
C  1.03  -0.82  0.43  -0.11
P  -3.01  -0.78  0.03  0.15
P  -2.17  1.01  -0.02  0.25
H  0.24  1.73  -0.94  0.02
H  1.43  1.13  1.51  0.12
H  -0.41  -1.29  -1.36  0.05
H  1.47  -1.74  0.80  0.10

Calculated values
E_HOMO (spin up / spin down) in eV: -7.9 / -7.6
Energy relative to the best compared isomer or geometry (same formula, charge and spin) in kJ/mol: 259.6
Molecular weight in g mol⁻¹: 114.0

7.
The ion C4H4PS with charge -1 at a distorted geometry, computed with wB97M-V/def2-TZVPD.

Each line ends with the Löwdin charge.
Positions of all 10 atoms, in Å:
C  1.34  -1.20  0.19  0.06
C  0.56  -0.32  -0.21  -0.19
C  -0.14  0.92  0.03  -0.26
C  0.54  2.12  0.28  -0.58
P  2.23  2.58  -0.02  0.23
S  2.29  2.84  1.99  -0.18
H  1.83  -2.06  -0.14  -0.03
H  -1.24  0.86  0.13  0.07
H  0.10  3.14  0.51  0.03
H  3.23  1.52  0.09  -0.14

Calculated values
E_HOMO in eV: -2.7
Net charge: -1
Energy relative to the best compared isomer or geometry (same formula, charge and spin) in kJ/mol: 271.7
SMILES: C#C/C=C\P[S-]
Molecular weight in g mol⁻¹: 115.1

8.
The molecule C4H4S at a distorted geometry, computed with wB97M-V/def2-TZVPD.

Each line ends with the Löwdin charge.
Positions of all 9 atoms, in Å:
C  -0.08  0.80  1.34  0.01
C  0.50  -0.07  0.39  -0.14
C  0.44  -0.54  -1.12  -0.18
C  -0.76  -0.43  -1.63  -0.74
S  -2.19  -0.03  -2.01  0.79
H  0.33  0.82  2.29  0.01
H  -1.03  1.23  1.32  0.02
H  1.40  -0.65  0.88  0.11
H  1.39  -1.13  -1.45  0.13

Calculated values
E_HOMO in eV: -8.3
Energy relative to the best compared isomer or geometry (same formula, charge and spin) in kJ/mol: 285.4
SMILES: C=CC=C=S
Molecular weight in g mol⁻¹: 84.1